Here is 2 unconnected molecules or ions with the total composition C6H15O2 from OMol25. Energies are from ωB97M-V/def2-TZVPD.

Output
HOMO = -0.091 Eh
ΔE to the lowest compared entry with this formula, charge and spin = 34.7 kcal/mol
charge = -1
frontier orbital gap = 5.9 eV

Element x y z (Å)
1 C -2.642 -0.949 1.148
2 O -1.863 -2.133 1.290
3 C -2.040 0.172 0.274
4 C -0.531 0.052 0.210
5 C 0.207 0.990 -0.793
6 C 1.598 0.490 -1.091
7 C 2.638 1.500 -1.569
8 H -2.503 -0.705 2.225
9 H -3.685 -1.209 0.902
10 H -2.436 1.136 0.632
11 H -2.504 0.334 -0.717
12 H -0.241 0.275 1.249
13 H -0.006 -0.877 0.030
14 H -0.457 0.969 -1.661
15 H 0.308 2.024 -0.434
16 H 1.638 -0.405 -1.729
17 H 2.105 0.015 -0.233
18 H 2.946 2.199 -0.791
19 H 3.535 1.049 -1.999
20 H 2.364 2.085 -2.463
21 H 1.201 -2.525 1.431
22 H -0.262 -2.060 1.917
23 O 0.629 -2.425 2.171

List of Löwdin charges in e, atom by atom: C -0.427; O -0.413; C -0.232; C -0.232; C -0.221; C -0.296; C -0.142; H 0.084; H 0.074; H 0.093; H 0.085; H 0.118; H 0.084; H 0.101; H 0.105; H 0.108; H 0.108; H 0.064; H 0.056; H 0.063; H -0.023; H -0.025; O -0.132

=====

Here is a molecular structure, C6H15O2 from OMol25. Energies are from ωB97M-V/def2-TZVPD.

Output
HOMO (spin up / spin down) = -0.328 / -0.355 Eh
ΔE to the lowest compared entry with this formula, charge and spin = 87.3 kcal/mol
spin multiplicity = 2
charge = 0
frontier orbital gap (spin up / spin down) = 9.8 / 8.5 eV

Element x y z (Å)
1 C 2.346 0.943 -0.422
2 O 1.977 1.312 -1.520
3 C 0.624 0.906 0.656
4 C -0.119 -0.426 0.864
5 C -1.606 -0.125 1.360
6 C 0.170 -1.175 -0.572
7 C -0.335 -2.658 -0.677
8 H 2.545 -0.118 -0.168
9 H 2.842 1.388 0.293
10 H 1.036 1.560 1.378
11 H 0.130 1.579 0.040
12 H 0.310 -0.899 1.735
13 H -1.678 -0.758 2.141
14 H -1.762 0.817 1.751
15 H -2.302 -0.289 0.499
16 H 1.188 -0.963 -0.995
17 H -0.561 -0.764 -1.246
18 H -0.039 -3.248 -1.494
19 H -1.510 -2.409 -0.507
20 H -0.370 -3.493 0.192
21 H -0.744 2.306 -1.596
22 H -0.892 3.376 -0.428
23 O -1.250 3.140 -1.283

List of Löwdin charges in e, atom by atom: C -0.301; O 0.008; C 0.005; C -0.292; C -0.026; C -0.194; C -0.118; H 0.098; H 0.035; H 0.084; H 0.019; H 0.113; H 0.029; H 0.045; H 0.100; H 0.083; H 0.086; H 0.026; H 0.102; H 0.100; H 0.073; H 0.014; O -0.090

=====

Here is 2 unconnected molecules or ions with the total composition C6H16 from OMol25. Energies are from ωB97M-V/def2-TZVPD.

Output
HOMO = -0.398 Eh
SMILES string = CCC.CCC
ΔE to the lowest compared entry with this formula, charge and spin = 70.8 kcal/mol
charge = 0
frontier orbital gap = 11.9 eV

Element x y z (Å)
1 C 0.681 -1.868 0.895
2 C 2.099 -1.749 0.249
3 C 2.793 -0.359 0.286
4 H 0.093 -1.087 0.538
5 H 0.428 -2.769 0.583
6 H 0.414 -1.867 2.119
7 H 1.813 -1.835 -0.809
8 H 2.695 -2.648 0.758
9 H 3.608 -0.327 -0.427
10 H 2.990 -0.242 1.478
11 H 2.367 0.406 -0.303
12 C -0.882 2.198 -0.193
13 C -2.286 1.436 -0.137
14 C -2.369 0.254 -1.151
15 H -0.891 2.815 -1.077
16 H -0.890 2.779 0.820
17 H -0.075 1.392 -0.083
18 H -2.490 1.281 0.899
19 H -3.138 2.230 -0.338
20 H -2.602 -0.648 -0.621
21 H -3.061 0.455 -1.901
22 H -1.297 0.154 -1.584

List of Löwdin charges in e, atom by atom: C -0.136; C -0.310; C -0.137; H 0.010; H -0.007; H 0.140; H 0.093; H 0.139; H 0.050; H 0.132; H 0.027; C -0.127; C -0.317; C -0.114; H 0.050; H 0.091; H 0.060; H 0.061; H 0.121; H 0.051; H 0.031; H 0.092

=====

Here is 2 unconnected molecules or ions with the total composition C6H16 from OMol25. Energies are from ωB97M-V/def2-TZVPD.

Output
HOMO (spin up / spin down) = -0.547 / -0.547 Eh
ΔE to the lowest compared entry with this formula, charge and spin = 11.1 kcal/mol
spin multiplicity = 2
charge = +1
frontier orbital gap (spin up / spin down) = 11.9 / 4.6 eV

Element x y z (Å)
1 C 1.033 -0.333 1.160
2 C -0.258 0.391 1.355
3 C 1.923 0.479 0.235
4 C 1.917 -0.900 2.356
5 H 0.751 -1.340 0.726
6 H -0.852 -0.083 2.153
7 H 2.490 1.270 0.723
8 H 2.680 -0.249 -0.116
9 H 1.406 0.752 -0.681
10 H 1.318 -1.634 2.889
11 H 2.765 -1.392 1.892
12 H -1.004 0.279 0.551
13 H 0.017 1.406 1.624
14 H 2.228 -0.080 2.991
15 C -1.783 -0.566 -2.338
16 C -2.289 0.880 -2.093
17 H -1.685 -1.060 -1.368
18 H -2.569 -1.099 -2.868
19 H -0.890 -0.509 -2.947
20 H -1.967 1.379 -1.183
21 H -1.859 1.416 -2.943
22 H -3.372 0.992 -2.115

List of Löwdin charges in e, atom by atom: C -0.345; C 0.014; C -0.006; C 0.055; H 0.218; H 0.137; H 0.123; H 0.122; H 0.108; H 0.104; H 0.102; H 0.104; H 0.122; H 0.118; C -0.154; C -0.161; H 0.040; H 0.069; H 0.060; H 0.036; H 0.066; H 0.068

=====

Here is a molecular structure, C6H16AgF5N2O12S3 from OMol25. Energies are from ωB97M-V/def2-TZVPD.

Output
HOMO = -0.033 Eh
ΔE to the lowest compared entry with this formula, charge and spin = 123.6 kcal/mol
charge = -2
frontier orbital gap = 2.9 eV

Element x y z (Å)
1 N -1.098 0.222 -1.228
2 H -0.751 0.029 -2.157
3 H -2.107 0.232 -1.244
4 H -0.650 1.060 -0.886
5 H -0.868 -0.480 -0.539
6 Ag -5.020 4.578 -1.637
7 N -5.814 0.026 -0.572
8 S -6.819 -0.894 -1.199
9 O -8.269 -0.623 -1.055
10 O -6.441 -2.282 -1.386
11 F -6.605 -0.159 -2.616
12 S -5.973 -0.822 0.875
13 O -5.047 -1.933 1.099
14 O -7.217 -0.771 1.661
15 F -5.247 0.436 1.629
16 C 4.873 2.110 -5.984
17 F 4.710 1.419 -7.070
18 F 5.605 1.362 -5.130
19 F 5.431 3.349 -6.215
20 S 3.118 2.449 -5.143
21 O 3.423 3.057 -3.859
22 O 2.307 3.254 -6.028
23 O 2.551 1.058 -4.962
24 C -1.463 6.054 1.174
25 O -2.622 6.456 1.077
26 O -0.601 6.635 1.709
27 O -0.989 5.218 0.391
28 C 2.289 1.566 4.780
29 C 3.471 2.179 4.080
30 O 3.410 1.998 2.633
31 H 2.109 0.509 4.582
32 H 1.395 2.081 4.428
33 H 2.413 1.894 5.812
34 H 4.350 1.716 4.529
35 H 3.560 3.242 4.306
36 H 3.584 1.068 2.469
37 C 1.685 -7.332 1.059
38 C 1.984 -5.824 1.400
39 O 1.024 -4.813 1.031
40 H 1.763 -7.551 -0.006
41 H 0.714 -7.540 1.508
42 H 2.396 -7.972 1.582
43 H 2.972 -5.674 0.965
44 H 2.152 -5.704 2.470
45 H 0.310 -4.884 1.669

List of Löwdin charges in e, atom by atom: N 0.358; H 0.159; H 0.153; H 0.163; H 0.152; Ag 0.019; N -0.249; S 0.376; O -0.319; O -0.302; F -0.240; S 0.568; O -0.319; O -0.291; F -0.258; C -0.636; F 0.144; F 0.095; F 0.071; S 0.477; O -0.363; O -0.355; O -0.432; C -1.155; O 0.028; O 0.113; O 0.043; C -0.109; C -0.313; O -0.078; H 0.072; H 0.077; H 0.072; H 0.096; H 0.113; H 0.068; C -0.083; C -0.303; O -0.081; H 0.067; H 0.062; H 0.062; H 0.100; H 0.099; H 0.076

=====

Here is a molecular structure, C6H16B2O5V from OMol25. Energies are from ωB97M-V/def2-TZVPD.

Output
HOMO = -0.482 Eh
charge = +1
frontier orbital gap = 4.1 eV

Element x y z (Å)
1 C 1.362 2.061 -2.445
2 C -0.058 1.700 -2.901
3 C -0.501 0.417 -2.143
4 C -1.432 0.798 -0.997
5 C -1.630 -0.402 -0.051
6 C -0.710 -0.363 1.182
7 B 0.030 -1.735 1.466
8 O 1.353 -1.718 1.783
9 B 2.201 -2.519 0.991
10 O 3.236 -1.910 0.319
11 O 2.047 -3.865 0.862
12 H 1.448 1.922 -1.369
13 H 2.036 1.356 -2.927
14 H 1.639 3.064 -2.755
15 H -0.757 2.490 -2.634
16 H -0.079 1.506 -3.969
17 H -0.978 -0.277 -2.832
18 H 0.400 -0.066 -1.758
19 H -1.033 1.656 -0.456
20 H -2.399 1.079 -1.411
21 H -1.390 -1.295 -0.631
22 H -2.666 -0.498 0.266
23 H -1.325 -0.141 2.075
24 H 0.036 0.433 1.115
25 H -0.616 -2.744 1.429
26 H 3.910 -1.694 0.975
27 H 1.717 -4.226 1.694
28 O -1.223 1.975 6.274
29 V -1.651 1.440 4.862
30 O -2.965 1.554 3.984

List of Löwdin charges in e, atom by atom: C -0.108; C -0.246; C -0.219; C -0.214; C -0.203; C -0.137; B -0.251; O 0.219; B -0.787; O 0.194; O 0.219; H 0.063; H 0.076; H 0.069; H 0.097; H 0.102; H 0.114; H 0.106; H 0.106; H 0.115; H 0.107; H 0.112; H 0.066; H 0.102; H 0.114; H 0.120; H 0.123; O -0.194; V 1.334; O -0.198